Entry 1:
187
Properties=species:S:1:pos:R:3:forces:R:3 method="wB97M-V/def2-TZVPD" s_squared=0.752 spin_multiplicity=2 total_charge=+2 e_tot_ha=-6081.0432 lumo_ev="-3.04 / -3.07" mol_weight_g_mol=1071.40 homo_lumo_gap_ev="3.743 / 10.851"
As -0.7202 -1.0891 0.1101 0.798 -0.435 -0.144
F -1.8233 -2.4269 -0.2873 -1.614 -1.564 -0.511
F -0.5841 -0.7271 -1.6836 0.069 0.143 -1.513
F 0.4424 0.2522 0.3528 1.352 1.621 0.595
F -0.9269 -1.3785 1.9162 -0.006 -0.208 1.564
F 0.6253 -2.1916 -0.0061 2.083 -1.652 -0.114
F -2.0726 0.0632 0.1120 -2.667 2.326 0.119
C -4.5703 -2.0670 -1.9500 -0.640 0.881 -0.088
N -5.5801 -1.3437 -1.0076 0.540 1.298 -1.137
C -7.0033 -1.8748 -1.1234 1.135 -0.878 0.287
C -5.0686 -1.4667 0.4141 -0.076 -0.457 -0.690
C -5.7332 0.1487 -1.5141 -0.165 -0.082 0.200
C -4.6546 1.1503 -1.2297 0.409 0.739 -0.570
O -3.4974 0.9487 -1.9857 1.111 -0.984 -0.178
H -4.1755 -2.9711 -1.4865 -0.318 0.085 -0.050
H -3.7506 -1.3919 -2.1956 0.051 0.122 0.715
H -5.0600 -2.1990 -2.9148 -0.304 -0.492 0.226
H -7.0585 -2.8731 -0.6893 0.290 -0.104 -0.140
H -7.2097 -1.9478 -2.1912 -0.410 0.311 0.246
H -7.6786 -1.2693 -0.5189 0.106 0.256 -0.459
H -4.9519 -2.5382 0.5766 -0.637 -0.061 0.279
H -5.8033 -0.9860 1.0601 0.319 -0.108 0.173
H -4.0314 -1.1535 0.5326 -0.129 0.830 -0.307
H -6.6657 0.5449 -1.1121 0.005 -0.268 0.303
H -5.8506 0.2188 -2.5955 -0.076 -1.063 -0.115
H -4.4853 1.2893 -0.1620 0.212 0.077 0.007
H -4.8665 2.0790 -1.7597 -1.925 0.472 1.041
H -2.7816 0.8593 -1.3522 0.892 -0.691 0.231
C 3.7548 3.9427 -1.3709 -0.165 0.745 -0.469
C 2.3325 3.4946 -1.6371 -1.373 -0.821 0.416
C 1.5517 3.0096 -0.3607 0.539 1.239 -1.811
C 1.3299 4.1880 0.6497 -1.101 -1.180 -0.310
P -0.4368 4.8789 0.8302 0.338 -0.916 -0.257
C -1.6682 3.6226 1.3290 0.129 -1.174 1.442
C -1.3077 3.0524 2.7864 -0.165 0.294 0.950
C -2.3782 2.3932 3.7042 -1.257 -0.205 -1.041
C -3.1236 1.2711 3.0044 0.001 -0.662 -0.526
C -1.0037 5.7434 -0.6683 -0.341 -0.283 -0.368
C -1.4010 4.8044 -1.8412 0.243 0.556 0.788
C -2.1633 5.5203 -2.9394 1.218 -0.032 -1.465
C -1.0647 6.3608 -3.8270 -1.768 -0.305 1.684
C -0.3959 6.1643 2.0743 0.590 -0.278 -0.356
C -1.7732 6.7224 2.3970 -0.157 0.985 0.576
C -1.7238 7.9653 3.3461 -0.419 -0.513 1.161
C -3.1045 8.1996 4.0306 -0.657 -1.149 -2.527
H 4.0356 4.6979 -2.1050 0.238 -0.236 -0.288
H 4.5221 3.1685 -1.3603 -0.214 -0.058 0.176
H 3.7692 4.5301 -0.4529 0.251 -0.307 0.338
H 2.1543 2.6558 -2.3099 0.978 -0.283 -0.264
H 1.7636 4.2530 -2.1750 -0.024 0.579 0.333
H 2.1717 2.2021 0.0288 -0.288 0.133 0.593
H 0.6575 2.5245 -0.7521 -0.271 0.079 0.555
H 1.9668 5.0380 0.4044 -0.074 0.084 0.080
H 1.6854 3.7168 1.5661 -0.491 0.790 0.651
H -1.8088 2.8215 0.6033 0.777 -0.289 -0.105
H -2.6808 4.0259 1.3164 0.064 0.734 0.300
H -1.0556 3.8659 3.4666 0.581 0.566 -0.484
H -0.4553 2.3742 2.8251 0.157 0.056 -0.804
H -3.0960 3.1517 4.0165 -0.132 0.221 -0.099
H -1.9797 2.0225 4.6487 0.641 0.130 -0.159
H -3.4632 1.6057 2.0242 -0.161 0.064 -0.092
H -3.9848 0.8370 3.5122 -0.101 0.429 0.368
H -2.4911 0.4105 2.7867 0.362 0.053 -0.041
H -0.3051 6.5484 -0.8965 0.752 -0.466 -0.398
H -1.8546 6.3950 -0.4699 -0.464 -0.485 0.671
H -2.0262 3.9807 -1.4966 0.036 -0.002 0.419
H -0.4942 4.3450 -2.2347 -0.041 -0.069 -0.208
H -3.0621 6.0443 -2.6142 0.573 0.989 0.520
H -2.7223 4.7057 -3.4000 0.652 -0.115 -1.238
H -1.4534 6.9375 -4.6663 -0.069 -0.542 -0.157
H -0.1875 5.7557 -4.0558 -0.367 -0.239 -0.385
H -0.6864 7.1255 -3.1486 0.027 0.134 0.136
H 0.3129 6.8375 1.5922 -0.124 0.701 0.175
H 0.1503 5.7689 2.9306 -0.233 0.066 0.262
H -2.3564 5.9127 2.8355 -0.077 0.060 0.321
H -2.3293 7.0195 1.5078 0.140 -0.068 -0.194
H -1.5254 8.8778 2.7838 0.532 -0.166 -0.007
H -0.9536 7.7704 4.0923 0.250 0.289 -0.057
H -3.3807 9.0272 4.6839 0.780 -0.194 0.064
H -3.6003 7.2591 4.2710 0.462 -0.135 1.137
H -3.6651 8.3205 3.1037 -0.737 0.890 -0.075
C -2.2303 -5.7874 -4.5517 1.059 -0.020 0.808
C -0.7589 -5.5694 -4.0550 -0.861 0.452 -0.165
C -0.5762 -4.1964 -3.3544 0.088 -1.257 0.146
C -0.7597 -2.9351 -4.2035 0.193 -0.254 0.333
P 0.8151 -2.2229 -4.7613 -0.885 0.629 0.216
C 1.9428 -1.8697 -3.4003 -3.113 1.634 0.230
C 2.8771 -0.7970 -3.8543 2.035 -0.187 -0.389
C 4.0384 -0.7334 -2.8580 0.633 0.774 -0.356
C 5.2908 -0.1355 -3.4953 0.328 0.011 -0.865
C 1.8021 -3.2866 -5.7845 -0.774 -0.423 -1.140
C 2.6697 -4.3275 -5.0442 -0.033 -0.029 -0.402
C 3.1472 -5.5145 -5.8940 0.098 -0.982 -1.093
C 2.0432 -6.4642 -6.4816 0.574 0.864 0.498
C 0.2674 -0.7239 -5.7742 0.041 0.230 -0.450
C -1.0003 0.0548 -5.3810 -0.597 -1.894 0.829
C -1.5417 1.1337 -6.2590 -1.452 0.756 0.182
C -1.1002 2.4782 -5.8775 2.153 1.526 -0.100
H -2.2773 -6.8484 -4.7970 -0.407 0.234 -0.706
H -2.5116 -5.0817 -5.3334 0.117 -0.468 -0.420
H -2.9757 -5.6376 -3.7707 0.201 0.058 0.372
H -0.0816 -5.7797 -4.8827 0.048 0.424 -0.177
H -0.5267 -6.3622 -3.3439 -0.060 0.105 0.264
H 0.3738 -4.1471 -2.8223 0.167 -0.070 -0.037
H -1.2912 -4.2694 -2.5349 -0.208 0.683 0.008
H -1.2152 -2.1581 -3.5897 0.117 0.224 0.140
H -1.4312 -3.0958 -5.0470 0.131 -0.021 -0.223
H 2.2614 -2.7316 -2.8141 0.341 0.091 -0.486
H 1.2534 -1.3161 -2.7628 -0.246 -0.295 0.888
H 2.4375 0.1789 -4.0607 -0.458 -0.036 0.568
H 3.2874 -1.0435 -4.8336 0.430 -0.235 -0.199
H 4.2491 -1.7672 -2.5843 0.129 0.087 0.356
H 3.7678 -0.1478 -1.9794 -0.216 -0.308 0.183
H 5.2342 0.9114 -3.7935 -0.486 0.194 0.249
H 5.4353 -0.6502 -4.4452 0.264 -0.164 -0.096
H 6.2390 -0.2114 -2.9631 -0.262 -0.283 0.416
H 2.3594 -2.5566 -6.3715 0.649 -0.193 -0.043
H 1.1211 -3.6993 -6.5287 -0.052 -0.404 -0.044
H 2.1522 -4.7985 -4.2084 -0.307 0.365 0.152
H 3.4600 -3.7022 -4.6288 0.485 -0.578 0.099
H 3.8754 -6.1521 -5.3928 -0.228 0.150 0.815
H 3.7563 -5.2752 -6.7657 -0.155 0.919 -0.130
H 2.5339 -7.1539 -7.1683 -0.150 0.037 -0.030
H 1.3216 -5.8608 -7.0323 -0.130 -0.211 -0.153
H 1.5121 -7.0557 -5.7358 0.071 0.101 0.107
H 0.0072 -1.1385 -6.7480 0.149 -0.525 -0.162
H 1.0307 0.0067 -6.0421 0.624 -0.317 0.464
H -0.9782 0.4461 -4.3639 0.342 0.023 0.138
H -1.8139 -0.6700 -5.3527 0.077 -0.382 0.214
H -2.5843 1.2309 -5.9564 -0.509 -0.757 -0.489
H -1.5325 1.1185 -7.3489 0.293 -0.994 0.007
H -1.2542 2.7376 -4.8301 -0.649 0.085 -0.060
H -1.5121 3.1795 -6.6032 -0.043 0.453 0.511
H -0.0149 2.5351 -5.9612 0.355 0.298 -0.270
C 3.5948 -4.9174 0.5958 -1.157 -1.755 1.114
C 3.3512 -3.8465 1.6573 -1.126 -0.153 -0.725
C 2.5364 -4.3998 2.9024 1.505 0.506 -0.356
C 2.8175 -3.6817 4.2197 -0.226 1.243 -0.281
P 1.9041 -2.0326 4.5353 1.249 -1.560 1.949
C 0.1811 -2.4567 4.8973 1.184 0.453 -1.453
C -0.5562 -1.2349 5.3671 -2.372 0.157 0.331
C -1.9072 -1.6981 6.0103 0.481 0.168 0.225
C -2.7616 -0.5649 6.4839 -0.204 0.992 0.521
C 2.5619 -1.6107 6.2321 0.435 0.241 -1.199
C 2.3632 -2.7828 7.2200 0.090 0.964 0.416
C 2.7310 -2.5467 8.7292 0.725 -1.803 -1.566
C 2.1681 -1.2836 9.2575 -0.383 0.637 0.189
C 2.2941 -0.6717 3.3849 0.481 -0.050 -0.285
C 3.8051 -0.2676 3.3569 -1.480 0.401 1.173
C 4.0300 0.8362 2.3049 2.789 -0.812 -0.769
C 4.3104 0.2619 0.8873 -1.117 -0.107 0.327
H 3.6225 -4.6684 -0.4650 0.436 0.436 0.306
H 2.7477 -5.5939 0.7090 -0.407 -0.137 -0.489
H 4.3832 -5.5893 0.9348 0.578 0.247 -0.502
H 2.6971 -3.1311 1.1588 0.223 0.602 0.228
H 4.3509 -3.4432 1.8188 -0.298 0.506 0.938
H 2.8412 -5.4291 3.0914 -0.059 -0.174 -0.188
H 1.4537 -4.3971 2.7763 0.048 -0.081 -0.680
H 3.8748 -3.4478 4.3447 0.161 0.049 -0.115
H 2.5888 -4.3815 5.0235 -0.405 0.428 0.164
H 0.1758 -3.2730 5.6196 0.149 0.090 -0.022
H -0.1106 -2.8542 3.9251 -0.967 0.107 0.001
H -0.7961 -0.5122 4.5872 0.090 -0.354 -0.594
H -0.0460 -0.6070 6.0975 0.379 -0.436 0.355
H -1.6474 -2.2976 6.8828 -0.045 -0.388 -0.042
H -2.5497 -2.2804 5.3498 0.562 -0.345 -0.324
H -3.6773 -0.8652 6.9931 -0.088 -0.337 -0.288
H -3.0286 0.0822 5.6484 -0.097 0.121 0.038
H -2.2588 0.0325 7.2445 0.270 0.240 -0.102
H 2.2650 -0.6012 6.5162 -0.854 -0.218 0.335
H 3.6021 -1.3730 6.0097 0.556 -0.626 0.287
H 2.8893 -3.6379 6.7956 0.090 0.000 0.482
H 1.3176 -3.0750 7.3175 -0.197 0.198 -0.583
H 3.8108 -2.6430 8.8423 0.041 0.156 0.223
H 2.2855 -3.4663 9.1085 0.123 0.195 0.884
H 1.1623 -1.2080 8.8442 -0.129 0.564 -0.040
H 2.8163 -0.4684 8.9359 -0.360 0.299 -0.134
H 2.0583 -1.1725 10.3363 0.237 -0.432 0.027
H 1.7320 0.2084 3.6972 -0.292 -0.098 0.131
H 1.9826 -0.8822 2.3618 -0.402 -0.369 0.027
H 4.4245 -1.1641 3.3818 0.315 0.120 -1.071
H 4.0281 0.1451 4.3408 -0.024 0.353 0.117
H 5.0200 1.2453 2.5065 -0.030 0.426 0.712
H 3.3473 1.6847 2.3484 -0.381 -0.387 0.010
H 3.3366 -0.0309 0.4948 0.193 -0.502 -0.538
H 5.0103 -0.5698 0.9686 -0.359 -0.338 0.139
H 4.8120 0.9003 0.1601 -0.295 0.642 0.292



Entry 2:
40
Properties=species:S:1:pos:R:3:forces:R:3 method="wB97M-V/def2-TZVPD" e_tot_ha=-1398.1129 smiles="CCC[C@@]1(CCC(=O)O)[C@H](S(=O)(=O)F)C(=O)NC1(C)C" lumo_ev=-0.44 mol_weight_g_mol=309.36 homo_lumo_gap_ev=9.718
C -0.1036 -2.9553 -0.1934 0.484 -1.111 -0.758
C 0.5772 -2.1601 -1.4012 -0.526 -0.710 -0.407
C 0.0555 -0.6648 -1.6337 1.740 -0.307 0.638
C -0.1495 0.2080 -0.2817 -1.552 1.293 -0.677
C 1.0666 0.2132 0.7894 0.213 -0.428 0.000
C 2.5233 0.1269 0.0925 0.499 -0.536 1.376
C 3.5896 0.7585 1.1339 1.248 1.781 -1.123
O 4.0285 1.9113 1.0731 -1.685 -3.815 0.541
O 4.0504 -0.1495 2.1473 -0.228 0.665 -1.653
C -0.4838 1.6720 -0.9384 0.401 -0.242 -0.739
S 0.4976 3.1458 -0.3951 -2.463 7.367 1.515
O -0.0425 4.3161 -1.1917 2.109 -4.137 0.963
O 0.2846 3.5114 1.0601 1.794 -2.838 -3.681
F 2.1271 3.0455 -0.8092 -2.724 -0.657 0.749
C -1.9928 2.1067 -0.5488 -1.473 0.342 1.227
O -2.8089 2.7966 -1.1748 2.939 -2.222 1.982
N -2.1432 1.4055 0.7414 1.192 1.254 -3.300
C -1.6073 0.0159 0.4300 -1.817 -0.434 1.807
C -2.8054 -0.6014 -0.4430 -0.275 -0.911 0.012
C -1.6774 -0.6816 1.8707 -0.808 -0.354 -0.196
H 0.1000 -2.5329 0.8397 -0.460 -0.347 -1.443
H 0.3655 -4.0104 -0.1980 -0.716 1.566 0.065
H -1.2152 -3.1286 -0.4137 1.564 0.483 0.618
H 1.7184 -2.2525 -1.3140 -1.712 0.481 -0.053
H 0.3096 -2.7466 -2.3590 0.474 0.868 1.418
H 0.8937 -0.1181 -2.2102 -1.321 -0.829 0.751
H -0.8495 -0.6556 -2.3195 0.984 0.060 1.186
H 1.0168 -0.6972 1.4930 -0.199 1.375 -1.252
H 1.0080 1.1232 1.4956 -0.098 -1.214 -1.355
H 2.8240 -0.9834 0.0222 -0.595 1.719 -0.127
H 2.5775 0.6027 -0.9356 0.100 -0.343 1.545
H 4.5263 -0.9026 1.7213 -0.737 0.746 0.339
H -0.4023 1.6548 -2.0725 0.108 0.256 1.465
H -3.0818 1.4320 1.1569 0.523 -0.086 -0.513
H -2.7911 -0.3252 -1.5464 0.115 -0.283 1.414
H -3.8099 -0.2113 -0.0346 1.647 -0.540 -0.528
H -2.8596 -1.7392 -0.3406 0.206 1.520 -0.359
H -1.7271 -1.8171 1.7492 0.391 1.601 0.410
H -0.8935 -0.3286 2.6143 -0.872 -0.560 -1.157
H -2.6960 -0.3844 2.3250 1.531 -0.471 -0.700



Entry 3:
10
Properties=species:S:1:pos:R:3:forces:R:3 method="wB97M-V/def2-TZVPD" e_tot_ha=-715.5131 lumo_ev=-0.09 e_above_lowest_ev=4.983 mol_weight_g_mol=117.13 homo_lumo_gap_ev=9.554
C 0.4920 0.8649 0.0187 -2.018 0.137 1.584
C 1.2504 -0.9866 -0.5914 2.361 -2.128 -1.643
H -1.4389 1.9364 0.6782 2.520 1.418 -0.896
H 1.9021 -1.8281 -1.0279 -0.223 2.051 0.753
H -1.6368 -1.2433 0.8571 -1.929 4.846 -2.528
N 1.6261 0.3459 -0.2863 0.832 -1.493 -1.734
N 0.0322 -1.3925 -0.4592 0.763 3.822 2.990
N -0.3797 -0.1513 0.3137 0.212 -1.535 -2.952
O -1.7362 -0.0837 0.2689 -0.698 -4.827 3.547
S -0.1112 2.5383 0.2281 -1.819 -2.290 0.879